Model 1:
This record from the Open Molecules 2025 dataset describes a 2-piece molecular cluster, C4H10NO overall. The level of theory is the ωB97M-V functional and the def2-TZVPD basis.

```
! RIJCOSX wB97M-V def2-TZVPD def2/J DEFGRID3
* xyz -1 1
C 1.702 -0.202 -1.284
N 2.709 0.086 -0.571
C -2.548 0.018 -0.003
O -3.838 0.135 -0.278
C 1.814 0.462 0.670
C 0.707 -0.474 1.182
H 1.054 0.578 -1.732
H 1.413 -1.229 -1.567
H -2.255 -0.825 0.691
H -2.095 0.918 0.508
H -1.884 -0.168 -0.907
H 1.385 1.464 0.532
H 2.540 0.530 1.478
H 0.399 -0.150 2.177
H -0.156 -0.466 0.515
H 1.082 -1.498 1.227
*
```

- gap between HOMO and LUMO (eV) = 5.1
- HOMO energy (eV) = -2.12

Atom charges from the Löwdin analysis, given in e for atoms 1 to 6: -0.14 -0.06 -0.57 -0.42 -0.28 -0.12



Model 2:
This record from the Open Molecules 2025 dataset describes an isolated ion of composition C4H10NO and charge -1. The level of theory is the ωB97M-V functional and the def2-TZVPD basis.

```
! RIJCOSX wB97M-V def2-TZVPD def2/J DEFGRID3
* xyz -1 1
C -0.614 -1.270 -0.936
N 0.649 -0.792 -0.438
C 0.698 -1.128 1.010
C 0.746 0.679 -0.593
C -0.305 1.590 0.176
O -1.316 0.972 0.785
H -0.733 -1.017 -2.005
H -1.512 -0.839 -0.501
H -0.691 -2.358 -1.069
H 1.036 -2.163 1.126
H -0.291 -0.932 1.431
H 1.410 -0.468 1.506
H 1.765 0.921 -0.272
H 0.767 0.838 -1.683
H -0.671 2.299 -0.631
H 0.355 2.259 0.803
*
```

- gap between HOMO and LUMO (eV) = 6.7
- SMILES = CN(C)CC[O-]
- HOMO energy (eV) = -2.23

Atom charges from the Löwdin analysis, given in e for atoms 1 to 6: -0.18 -0.26 -0.13 -0.23 -0.52 -0.36



The structure with the greatest stability is model 2.



Model 1:
This record from the Open Molecules 2025 dataset describes an isolated ion of composition C3H9N4 and charge +1. The level of theory is the ωB97M-V functional and the def2-TZVPD basis.

```
! RIJCOSX wB97M-V def2-TZVPD def2/J DEFGRID3
* xyz 1 1
N -0.620 0.038 1.761
C 0.087 -0.325 0.505
C 1.529 -0.268 0.324
C 1.658 0.103 -1.171
N 0.555 0.577 -1.561
N -0.332 0.575 -0.518
N -1.794 0.446 -0.962
H -0.705 -0.860 2.349
H -0.229 0.690 2.421
H -0.372 -1.335 0.452
H 2.044 -1.146 0.667
H 1.970 0.442 0.855
H 2.380 -0.209 -1.880
H -2.200 0.411 -0.078
H -1.958 -0.352 -1.605
H -2.012 1.215 -1.559
*
```

- gap between HOMO and LUMO (eV) = 10.5
- SMILES = N[C@@H]1CC=NN1[NH3+]
- HOMO energy (eV) = -13.94

Atom charges from the Löwdin analysis, given in e for atoms 1 to 6: 0.06 -0.40 -0.07 -0.03 0.08 -0.11



Model 2:
This record from the Open Molecules 2025 dataset describes an isolated ion of composition C3H9N4 and charge +1. The level of theory is the ωB97M-V functional and the def2-TZVPD basis.

```
! RIJCOSX wB97M-V def2-TZVPD def2/J DEFGRID3
* xyz 1 1
H 3.455 0.336 1.917
N 2.589 0.888 1.574
N 1.963 0.053 0.933
C 0.655 0.496 0.489
C -0.085 -0.036 -0.703
C 0.515 -0.756 -1.931
N -0.245 -0.637 0.573
N -1.524 -0.391 1.212
H 0.322 1.397 1.082
H -0.958 0.593 -1.042
H 0.114 -0.363 -2.812
H 0.367 -1.859 -1.833
H 1.627 -0.396 -1.787
H -1.428 0.518 1.676
H -1.740 -1.166 1.795
H -2.195 -0.257 0.443
*
```

- gap between HOMO and LUMO (eV) = 9.5
- SMILES = [H]/N=N/[C@H]1[C@@H](C)N1[NH3+]
- HOMO energy (eV) = -13.34

Atom charges from the Löwdin analysis, given in e for atoms 1 to 6: 0.12 0.10 -0.03 -0.25 -0.27 0.00



The structure with the greatest stability is model 1.



Model 1:
This record from the Open Molecules 2025 dataset describes a 2-piece molecular cluster, CH4FOPS overall. The level of theory is the ωB97M-V functional and the def2-TZVPD basis.

```
! RIJCOSX wB97M-V def2-TZVPD def2/J DEFGRID3
* xyz 0 1
C -1.450 0.971 -1.092
P -2.712 0.393 -0.125
F -3.583 1.754 0.263
S -3.780 -1.139 0.287
H -0.783 0.132 -1.473
H -1.157 1.943 -0.979
O 0.729 -0.925 1.013
H 0.706 -0.669 0.112
H 0.531 -1.839 1.114
*
```

- gap between HOMO and LUMO (eV) = 8.8
- SMILES = C=P(F)=S.O
- HOMO energy (eV) = -9.40

Atom charges from the Löwdin analysis, given in e for atoms 1 to 6: -0.23 0.33 -0.32 0.25 0.03 -0.03



Model 2:
This record from the Open Molecules 2025 dataset describes a 2-piece molecular cluster, CH4FOPS overall. The level of theory is the ωB97M-V functional and the def2-TZVPD basis.

```
! RIJCOSX wB97M-V def2-TZVPD def2/J DEFGRID3
* xyz 0 1
C -1.069 0.014 1.124
O 0.654 -0.349 -0.808
F 0.992 1.849 0.578
P -0.220 0.960 -0.254
S 2.179 -1.530 -3.345
H -1.192 -1.093 0.921
H -0.390 0.027 1.968
H -2.046 0.420 1.487
H 1.092 -0.297 -1.672
*
```

- gap between HOMO and LUMO (spin up / spin down) (eV) = 5.9 / 5.9
- HOMO energy (spin up / spin down) (eV) = -9.32 / -9.32

Atom charges from the Löwdin analysis, given in e for atoms 1 to 6: -0.28 -0.40 -0.38 0.84 0.24 0.05



The structure with the greatest stability is model 1.



Model 1:
This record from the Open Molecules 2025 dataset describes a 3-piece molecular cluster, C2H9NO4 overall. The level of theory is the ωB97M-V functional and the def2-TZVPD basis.

```
! RIJCOSX wB97M-V def2-TZVPD def2/J DEFGRID3
* xyz 0 1
O -0.919 -0.955 -1.728
C 0.218 -1.226 -1.427
N 0.746 -1.068 -0.162
C -0.143 -0.797 0.947
O -0.131 0.575 1.361
H 0.995 -1.676 -2.064
H 1.719 -0.839 -0.024
H -1.143 -1.029 0.595
H 0.088 -1.377 1.823
H -0.622 1.048 0.668
O 2.477 1.208 1.053
H 1.571 0.834 1.154
H 2.405 2.163 1.052
O -2.228 1.287 -0.369
H -2.105 0.696 -1.126
H -2.220 2.188 -0.701
*
```

- gap between HOMO and LUMO (eV) = 11.1
- SMILES = O=CNCO.O.O
- HOMO energy (eV) = -10.45

Atom charges from the Löwdin analysis, given in e for atoms 1 to 6: 0.02 -0.32 0.05 -0.22 -0.08 0.14



Model 2:
This record from the Open Molecules 2025 dataset describes a 3-piece molecular cluster, C2H9NO4 overall. The level of theory is the ωB97M-V functional and the def2-TZVPD basis.

```
! RIJCOSX wB97M-V def2-TZVPD def2/J DEFGRID3
* xyz 0 1
O -0.484 -0.571 4.269
C 0.389 -0.530 3.446
N 0.328 -0.235 2.103
C -0.790 0.239 1.358
O -1.429 -0.874 0.745
H 1.454 -0.649 3.694
H 1.230 -0.099 1.654
H -1.603 0.749 1.913
H -0.566 0.789 0.420
H -1.698 -1.553 1.369
O -1.446 1.775 -1.432
H -2.245 1.507 -0.960
H -0.740 1.391 -0.888
O 2.735 -0.442 -5.622
H 3.080 -1.031 -6.311
H 1.783 -0.467 -5.756
*
```

- gap between HOMO and LUMO (eV) = 11.0
- SMILES = O=CNCO.O.O
- HOMO energy (eV) = -10.48

Atom charges from the Löwdin analysis, given in e for atoms 1 to 6: 0.05 -0.36 0.05 -0.25 -0.06 0.13



The structure with the greatest stability is model 1.



Model 1:
This record from the Open Molecules 2025 dataset describes a 2-piece molecular cluster, C4H14N overall. The level of theory is the ωB97M-V functional and the def2-TZVPD basis.

```
! RIJCOSX wB97M-V def2-TZVPD def2/J DEFGRID3
* xyz 2 2
C 0.690 -1.668 -0.573
N -0.381 -0.781 -1.163
C -0.499 -0.965 -2.652
H 0.616 -1.580 0.505
H 0.529 -2.684 -0.921
H 1.653 -1.312 -0.928
H -0.196 0.197 -0.958
H -1.280 -0.999 -0.734
H 0.443 -0.725 -3.134
H -1.279 -0.304 -3.024
H -0.783 -1.991 -2.849
C 0.068 1.973 2.654
C 0.059 1.240 1.393
H -0.020 1.274 3.506
H -0.802 2.700 2.703
H 1.003 2.587 2.922
H -0.815 0.548 1.287
H 0.051 1.943 0.555
H 0.942 0.548 1.412
*
```

- <S²> = 0.75
- gap between HOMO and LUMO (spin up / spin down) (eV) = 14.6 / 6.4
- HOMO energy (spin up / spin down) (eV) = -21.78 / -21.78

Atom charges from the Löwdin analysis, given in e for atoms 1 to 6: 0.02 -0.05 0.03 0.09 0.12 0.12



Model 2:
This record from the Open Molecules 2025 dataset describes a 2-piece molecular cluster, C4H14N overall. The level of theory is the ωB97M-V functional and the def2-TZVPD basis.

```
! RIJCOSX wB97M-V def2-TZVPD def2/J DEFGRID3
* xyz 2 2
C 0.842 0.329 -0.123
N 2.107 0.246 -0.881
C 2.859 1.524 -1.050
H 0.306 -0.607 -0.274
H 1.016 0.492 0.939
H 0.190 1.114 -0.505
H 1.839 -0.136 -1.794
H 2.746 -0.460 -0.503
H 2.207 2.279 -1.490
H 3.730 1.347 -1.675
H 3.133 1.935 -0.076
C -2.483 -0.290 0.990
C -2.787 -1.722 0.874
H -3.388 0.376 0.978
H -1.844 0.052 0.178
H -1.960 -0.034 1.964
H -3.583 -2.050 0.114
H -1.861 -2.216 0.499
H -3.069 -2.178 1.833
*
```

- <S²> = 0.75
- gap between HOMO and LUMO (spin up / spin down) (eV) = 14.8 / 6.5
- HOMO energy (spin up / spin down) (eV) = -21.45 / -21.45

Atom charges from the Löwdin analysis, given in e for atoms 1 to 6: -0.03 -0.04 0.02 0.09 0.12 0.11



The structure with the greatest stability is model 2.